# 1
The following is a DFT calculation (ωB97M-V with the def2-TZVPD basis set) of a gas-phase ion, C6H9BrN3O2 (charge +1) at a distorted geometry.

```
21
Properties=species:S:1:pos:R:3:forces:R:3:nbo_charge:R:1
C -0.74872 -0.77775 -0.32937 2.6 -0.2 -0.9 -0.064
C 0.61185 -0.90275 -0.38690 -1.3 -2.9 -0.8 0.011
C 1.56913 0.06646 -0.13892 -1.7 6.3 2.1 0.170
C 0.91979 1.36609 0.58977 0.6 -5.1 -1.8 -0.239
C -0.51368 1.07595 1.10196 1.6 3.8 -2.5 -0.284
C -2.70265 0.41046 0.15372 -0.6 0.7 -2.3 -0.404
N 2.80530 0.17722 -0.65161 -1.5 -2.9 0.0 -0.732
N 1.06366 -2.35569 -0.85750 -1.3 1.4 1.1 0.556
N -1.23398 0.57332 -0.12659 0.2 -1.5 0.6 -0.383
O 0.16954 -3.15094 -0.97543 0.2 -0.1 -0.3 -0.324
O 2.23933 -2.54686 -0.98150 0.6 0.0 -0.2 -0.338
Br 2.00527 2.50277 1.54474 0.2 0.2 0.0 0.202
H -1.34048 -1.51964 -0.84320 -0.4 0.0 0.4 0.280
H -0.45257 0.45292 1.92946 -0.6 -2.0 1.2 0.250
H -0.99311 2.01933 1.43594 0.2 -0.5 -0.4 0.255
H -2.67208 0.16477 1.19965 -0.9 -0.9 0.1 0.238
H -3.16696 1.39167 0.05209 -0.1 -0.1 0.0 0.238
H -3.16272 -0.30150 -0.66268 0.8 1.2 2.2 0.255
H 3.25766 -0.73911 -0.74399 0.4 0.9 -0.3 0.442
H 3.23449 0.98235 -0.32905 1.8 1.4 0.6 0.408
H -0.88908 1.11093 -0.98057 -0.8 0.1 1.2 0.464
```
Forces are in eV/Å.

The calculation puts the frontier orbital gap (alpha / beta) at 6.7 / 7.3 eV. The value obtained for the HOMO energy (alpha / beta) is -11.9 / -12.3 eV. Its energy above the lowest of the compared OMol25 structures with the same formula, charge and spin is 555.4 kJ/mol. As for the SMILES: C[N@@H+]1C=C([N+](=O)[O-])C(N)=C(Br)C1. The charge is +1. Its spin multiplicity is 1.

# 2
The following is a DFT calculation (ωB97M-V with the def2-TZVPD basis set) of a molecular structure, C5H6Cl2EuN2O4V at a distorted geometry.

```
21
Properties=species:S:1:pos:R:3:forces:R:3:mulliken_spin:R:1
Eu 0.10441 1.00274 -7.38828 -0.4 3.2 3.3 6.213
V 0.09055 -0.06894 -0.02624 2.4 3.9 -1.0 2.019
Cl -0.64068 3.18203 -6.84824 -0.2 0.1 0.0 -0.189
Cl 1.99274 -1.11127 -0.25383 -1.6 0.8 0.2 -0.049
C -0.66445 -1.23776 1.19105 -4.0 -7.5 7.1 -0.072
C -0.46136 1.45478 -9.67417 -1.7 1.7 -6.0 -0.018
C 0.57078 -0.95438 -8.44477 2.2 -8.3 -3.8 -0.016
O -1.06735 -2.02932 1.94985 2.2 4.5 -4.2 0.112
O -0.76976 1.74618 -10.73926 1.3 -1.2 4.3 0.005
O 0.84132 -2.00746 -8.82122 -1.2 4.5 1.6 0.005
C -0.76740 3.30089 3.26411 0.1 0.2 0.2 -0.001
N 0.58443 3.04515 2.75297 0.2 -1.7 -1.7 0.017
C 0.85012 2.13948 1.79090 2.8 2.5 2.2 -0.010
N 2.14620 1.90248 1.41104 -1.1 0.4 0.5 0.002
O -0.09785 1.50770 1.22624 -0.8 -3.3 -2.7 -0.018
H -1.50403 2.70677 2.73782 0.1 0.0 -0.1 0.000
H -0.98878 4.35196 3.13686 -0.1 0.2 0.0 0.001
H -0.78973 3.05365 4.31680 -0.1 0.0 0.2 0.001
H 1.36322 3.53596 3.18600 -0.2 -0.1 -0.1 -0.001
H 2.36388 1.22634 0.68430 0.2 0.5 0.5 -0.001
H 2.90773 2.39872 1.87648 -0.2 -0.4 -0.3 0.000
```
Forces are in eV/Å.

The calculation puts the frontier orbital gap (alpha / beta) at 4.1 / 5.9 eV. The value obtained for the HOMO energy (alpha / beta) is -20.9 / -20.9 eV. Its energy above the lowest of the compared OMol25 structures with the same formula, charge and spin is 0.0 kJ/mol. The charge is +4. Its spin multiplicity is 9.

# 3
The following is a DFT calculation (ωB97M-V with the def2-TZVPD basis set) of a molecular structure, C20H29CrNO2PSe2.

```
56
Properties=species:S:1:pos:R:3:forces:R:3:mulliken_spin:R:1
Cr -0.19715 -0.61922 0.86281 -0.2 0.0 0.3 4.038
N -2.20328 0.09073 0.68873 0.0 0.1 -0.1 -0.027
C -3.20322 -0.90080 1.17465 0.0 0.0 0.0 0.006
C -3.11470 -1.10373 2.67680 -0.1 0.0 -0.1 -0.015
C -1.83007 -1.74556 3.18370 0.2 0.3 0.1 0.002
O -1.83154 -2.46309 4.15632 -0.1 -0.1 0.0 0.007
O -0.73006 -1.39247 2.56214 0.0 -0.1 -0.2 -0.041
H -2.30895 0.94700 1.23014 0.0 0.0 0.0 0.015
H -2.42404 0.35114 -0.27116 0.0 0.0 0.0 -0.002
H -3.02023 -1.83964 0.64815 0.0 0.0 0.0 0.020
H -4.20758 -0.56796 0.90691 0.0 0.0 0.0 0.009
H -3.95414 -1.70818 3.01569 0.0 0.0 0.0 0.001
H -3.21633 -0.13418 3.17989 0.0 0.0 0.0 -0.002
C 1.46321 -3.49739 2.20425 0.0 0.0 0.0 0.010
Se 1.99709 -2.03931 1.03671 0.1 -0.1 -0.1 0.006
C 2.97860 -0.97888 2.35135 0.1 0.0 0.0 0.004
C 2.11088 -0.22107 3.33638 0.1 -0.1 0.0 0.011
Se 1.21615 1.27809 2.46648 -0.1 0.0 -0.1 0.039
C -0.06813 1.61170 3.88250 0.0 0.0 0.0 0.012
H 0.94668 -4.22179 1.57891 0.0 0.0 0.0 0.003
H 0.79287 -3.12485 2.97272 0.0 0.0 0.0 -0.001
H 2.36779 -3.94618 2.60582 0.0 0.0 0.0 0.000
H 3.62582 -0.31728 1.77435 0.0 0.0 0.0 0.000
H 3.62741 -1.68619 2.86787 0.0 0.0 0.0 0.001
H 2.73130 0.18286 4.13612 0.0 0.0 0.0 0.002
H 1.33463 -0.85460 3.76342 0.0 0.0 0.0 -0.005
H 0.46953 1.90057 4.78137 0.0 0.0 0.0 0.002
H -0.65433 0.71316 4.05502 0.0 0.0 0.0 0.001
H -0.70262 2.43737 3.56881 0.0 0.0 0.0 0.001
C 0.45946 -1.79941 -2.46360 0.0 0.0 -0.1 0.011
P 0.26953 -0.22962 -1.56143 0.0 0.0 0.1 -0.103
C 1.70325 0.74522 -2.06952 0.0 0.0 -0.1 -0.012
C 1.90260 1.05658 -3.41607 0.0 0.0 0.0 -0.006
C 3.02268 1.76979 -3.80502 0.0 0.0 0.0 0.001
C 3.95151 2.17894 -2.85394 0.0 0.0 0.0 0.000
C 3.75691 1.88056 -1.51537 0.0 0.0 0.0 0.002
C 2.63183 1.16562 -1.12520 0.0 0.0 0.0 0.012
C -1.15346 0.59153 -2.33525 0.0 0.0 0.0 0.021
C -1.27392 1.97816 -2.22573 0.0 0.0 0.0 -0.001
C -2.41128 2.61997 -2.68973 0.0 0.0 0.0 0.003
C -3.44340 1.88390 -3.25946 0.0 0.0 0.0 -0.003
C -3.33285 0.50630 -3.36921 0.0 0.0 0.0 0.002
C -2.19188 -0.14032 -2.90782 0.0 0.0 0.0 -0.012
H 0.48138 -1.62745 -3.54002 0.0 0.0 0.0 -0.003
H -0.34606 -2.49302 -2.22400 0.0 0.0 0.0 0.004
H 1.40267 -2.25151 -2.15661 0.0 0.0 0.0 0.007
H 1.17697 0.75099 -4.16123 0.0 0.0 0.0 -0.002
H 3.17255 2.00961 -4.84905 0.0 0.0 0.0 0.000
H 4.82538 2.73728 -3.16213 0.0 0.0 0.0 0.000
H 4.47334 2.20744 -0.77355 0.0 0.0 0.0 0.000
H 2.46989 0.94930 -0.07611 0.0 0.0 0.0 -0.008
H -0.47061 2.56163 -1.78968 0.0 0.0 0.0 -0.006
H -2.49226 3.69609 -2.61302 0.0 0.0 0.0 0.000
H -4.32953 2.38641 -3.62331 0.0 0.0 0.0 0.000
H -4.13006 -0.06810 -3.82188 0.0 0.0 0.0 0.000
H -2.12026 -1.21615 -3.00892 0.0 0.0 0.0 -0.007
```
Forces are in eV/Å.

The calculation puts the frontier orbital gap (alpha / beta) at 8.7 / 9.2 eV. The value obtained for the HOMO energy (alpha / beta) is -11.0 / -12.0 eV. Its energy above the lowest of the compared OMol25 structures with the same formula, charge and spin is 0.0 kJ/mol. The charge is +1. Its spin multiplicity is 5.

Question: Which formula does entry 3 have?
Answer: C20H29CrNO2PSe2

Question: Which formula does entry 3 have?
Answer: C20H29CrNO2PSe2

Question: Look up the charge of the third one.
Answer: +1